11
Properties=species:S:1:pos:R:3:forces:R:3 method="wB97M-V/def2-TZVPD" orbital_gap_ev=8.74 de_lowest_kcal_mol=97.8 largest_force_ev_per_a=7.8 charge=0 molar_mass_g_mol=116.14 smiles="Nc1c[nH]oc1=S" homo_ha=-0.3056
S 1.239033 0.581081 1.480947 -1.9 -0.8 -0.3
O -1.282062 -0.288253 0.793640 -0.2 0.7 0.4
N -1.947504 -0.469899 -0.473090 -3.3 -2.1 4.0
N 1.349306 0.413675 -1.423981 2.3 -1.9 -3.5
C 0.137665 -0.127393 -0.959308 4.4 1.7 2.1
C -0.968928 -0.654927 -1.351266 -2.7 -2.6 -6.8
C -0.030515 0.029740 0.510248 1.9 1.0 -0.5
H 2.167135 0.081197 -0.752971 -2.1 1.0 -2.0
H -2.575381 -1.291958 -0.212883 1.0 1.2 -1.0
H -1.415374 -1.146713 -2.384576 1.7 1.6 2.6
H 1.613648 0.275250 -2.612383 -1.2 0.2 5.0